(1)
# C36H53ClN9O4

10 unconnected molecules or ions with the total composition C36H53ClN9O4 (ωB97M-V/def2-TZVPD, the Open Molecules 2025 dataset).

Last column: Löwdin charge in e.
Geometry (Å):
1 Cl 0.9170 -0.2405 -1.1385  0.65
2 O 0.5003 0.5025 0.0397  -0.40
3 O -0.2553 -0.3925 -1.9870  -0.39
4 O 2.0374 0.4133 -1.7588  -0.34
5 O 1.2628 -1.5702 -0.6739  -0.37
6 C 0.2503 -1.0271 4.2379  -0.09
7 C 1.5682 -1.1725 3.4632  -0.24
8 C 1.5763 -2.4913 2.6477  -0.18
9 C 2.8372 -2.6495 1.9310  -0.24
10 N 3.8282 -2.7739 1.3654  0.15
11 H 0.1053 -0.0267 4.6459  0.07
12 H 0.1429 -1.7685 5.0295  0.08
13 H -0.5767 -1.1887 3.5406  0.05
14 H 2.3575 -1.3169 4.2051  0.11
15 H 1.7821 -0.3513 2.7837  0.07
16 H 0.7753 -2.5028 1.9063  0.09
17 H 1.4638 -3.3467 3.3170  0.12
18 C 4.2425 1.8415 0.5030  -0.11
19 C 5.1145 2.0470 -0.7506  -0.25
20 C 6.2063 1.0139 -0.9014  -0.21
21 C 5.7405 -0.3665 -0.9907  -0.23
22 N 5.3776 -1.4513 -1.0613  0.17
23 H 3.4892 2.6279 0.4733  0.07
24 H 4.7779 1.6557 1.4307  0.08
25 H 3.6064 0.9607 0.3553  0.06
26 H 5.4705 3.0774 -0.6806  0.10
27 H 4.4440 2.0403 -1.6119  0.10
28 H 6.9198 0.9931 -0.0662  0.12
29 H 6.9109 1.2639 -1.7006  0.11
30 C -1.7262 2.1304 3.3561  -0.09
31 C -2.0326 1.1043 2.2720  -0.23
32 C -3.2153 0.1566 2.4882  -0.18
33 C -3.4725 -0.3643 3.8213  -0.25
34 N -3.6360 -0.7759 4.8820  0.14
35 H -0.6544 2.3390 3.3526  0.04
36 H -1.9590 1.7647 4.3591  0.07
37 H -2.2364 3.0865 3.2196  0.07
38 H -1.1264 0.5031 2.1668  0.08
39 H -2.1017 1.5909 1.3002  0.08
40 H -3.0135 -0.6412 1.7757  0.08
41 H -4.2035 0.5766 2.2632  0.11
42 C 3.8252 -0.7735 -4.6212  -0.11
43 C 5.0516 -1.0306 -5.4799  -0.26
44 C 5.2120 -2.5226 -5.8273  -0.20
45 C 5.6255 -3.3593 -4.6834  -0.25
46 N 5.8968 -4.0232 -3.7922  0.15
47 H 3.7617 -1.4356 -3.7539  0.07
48 H 2.9214 -0.9632 -5.2081  0.08
49 H 3.6610 0.2159 -4.1934  0.06
50 H 5.9818 -0.6912 -5.0243  0.10
51 H 4.9419 -0.5209 -6.4394  0.10
52 H 6.0739 -2.6871 -6.4839  0.11
53 H 4.3381 -2.9425 -6.3218  0.12
54 N -0.9174 3.1443 -0.4238  0.04
55 C -1.2705 4.2890 0.2416  -0.15
56 C -1.8941 5.1314 -0.6640  -0.13
57 C -1.8420 4.5085 -1.9117  -0.13
58 C -1.2389 3.2761 -1.7398  -0.14
59 H -0.4492 2.3664 0.0266  0.10
60 H -1.0607 4.3930 1.2928  0.08
61 H -2.2641 6.1101 -0.4021  0.08
62 H -2.2054 4.9339 -2.8336  0.09
63 H -1.0880 2.4956 -2.4666  0.11
64 N 1.9779 4.0683 3.9050  0.00
65 C 2.4819 3.1687 4.7810  -0.14
66 C 2.5587 1.9472 4.1431  -0.09
67 C 1.9485 2.1461 2.8958  -0.15
68 C 1.5506 3.4610 2.7427  -0.11
69 H 1.8443 5.0418 4.1097  0.14
70 H 2.8168 3.4671 5.7618  0.10
71 H 2.9854 1.0194 4.4817  0.09
72 H 1.8508 1.3537 2.1667  0.07
73 H 1.0266 4.0166 1.9900  0.09
74 N -2.8025 -2.1536 -3.3751  0.01
75 C -4.1399 -1.8261 -3.3146  -0.13
76 C -4.8368 -3.0011 -3.4908  -0.13
77 C -3.9208 -4.0390 -3.7696  -0.12
78 C -2.6712 -3.4798 -3.6893  -0.15
79 H -2.0445 -1.5098 -3.1919  0.12
80 H -4.5686 -0.9041 -2.9627  0.10
81 H -5.9054 -3.1377 -3.4232  0.09
82 H -4.1414 -5.0904 -3.8472  0.09
83 H -1.7173 -3.8945 -3.9714  0.11
84 N -4.9330 -0.5182 -0.1623  0.02
85 C -3.9876 0.2864 -0.7468  -0.17
86 C -4.4869 1.5537 -0.8264  -0.10
87 C -5.7949 1.5308 -0.3039  -0.11
88 C -6.0403 0.2403 0.1201  -0.14
89 H -4.7461 -1.4851 0.0907  0.08
90 H -2.9936 -0.0668 -0.9786  0.11
91 H -3.9295 2.3852 -1.2326  0.08
92 H -6.4339 2.3848 -0.1466  0.09
93 H -6.9140 -0.2578 0.5075  0.10
94 N -2.9211 -3.0025 -0.2449  0.04
95 C -4.1043 -3.3691 0.3620  -0.17
96 C -3.8463 -3.5265 1.7087  -0.10
97 C -2.4746 -3.2517 1.9101  -0.11
98 C -1.9449 -2.8988 0.6848  -0.12
99 H -2.8233 -2.8603 -1.2394  0.11
100 H -5.0044 -3.3835 -0.2309  0.11
101 H -4.6017 -3.6566 2.4667  0.09
102 H -1.9340 -3.2721 2.8423  0.09
103 H -0.9345 -2.6717 0.3763  0.10

Output
frontier orbital gap	8.4531	eV
net charge	-1
ΔE to the lowest compared entry with this formula, charge and spin	0.00	kcal per mole
LUMO energy	2.41	eV
highest occupied orbital energy	-6.039	eV

(2)
# C36H53FeN7O2

A molecular structure, C36H53FeN7O2 (ωB97M-V/def2-TZVPD, the Open Molecules 2025 dataset).

Last column: Löwdin charge in e.
Geometry (Å):
1 Fe 0.2961 -0.3505 -0.0855  0.63
2 N -0.1476 -0.5826 -2.0131  0.01
3 C -0.0508 -2.0108 -2.3883  -0.16
4 C 1.0848 -2.6101 -1.5827  -0.15
5 N 0.7770 -2.2823 -0.1788  -0.12
6 C 1.8328 -2.5540 0.8203  -0.14
7 C 1.3935 -1.8835 2.1057  -0.16
8 N 1.1266 -0.4522 1.7920  0.03
9 H 0.5762 -0.0378 -2.4741  0.13
10 H -1.0531 -0.1830 -2.2376  0.10
11 H -0.9923 -2.4852 -2.1061  0.13
12 H 0.0832 -2.1404 -3.4618  0.13
13 H 1.1729 -3.6873 -1.7335  0.14
14 H 2.0347 -2.1356 -1.8294  0.12
15 H -0.0701 -2.7721 0.1040  0.13
16 H 1.9914 -3.6258 0.9499  0.14
17 H 2.7519 -2.1015 0.4510  0.11
18 H 0.4706 -2.3252 2.4836  0.10
19 H 2.1450 -1.9807 2.8885  0.13
20 H 0.5278 -0.0442 2.5053  0.12
21 H 1.9966 0.0775 1.7990  0.12
22 C 2.7090 6.3148 0.2845  -0.04
23 C 3.3737 5.2944 1.2190  -0.55
24 C 2.8393 5.4865 2.6452  -0.04
25 C 4.8801 5.5554 1.2321  -0.06
26 C 3.0396 3.8838 0.7340  -0.15
27 C 1.7238 3.4504 0.7523  0.04
28 C 1.4053 2.1654 0.3277  -0.15
29 N 0.1016 1.6206 0.2451  0.09
30 C -0.9902 2.1111 0.7416  -0.13
31 C -1.1080 3.0054 1.8648  0.04
32 C -2.3272 3.3527 2.3213  -0.11
33 C -3.5355 2.9536 1.5883  0.06
34 C -3.5636 2.1503 0.5132  -0.08
35 C -2.2673 1.6337 0.0437  -0.25
36 O -2.1382 0.8980 -0.9138  0.04
37 C -4.8392 1.7756 -0.2330  -0.53
38 C -6.0687 2.3681 0.4567  -0.05
39 C -4.7652 2.3414 -1.6608  -0.03
40 C -5.0197 0.2508 -0.2767  -0.03
41 C -2.5391 4.1153 3.6149  -0.55
42 C -3.3573 3.2281 4.5690  -0.04
43 C -1.2210 4.4860 4.2914  -0.05
44 C -3.3114 5.4107 3.3117  -0.03
45 C 2.3900 1.3133 -0.2268  -0.24
46 O 1.9764 0.1167 -0.6900  -0.18
47 C 3.7231 1.7394 -0.2846  -0.07
48 C 3.9962 3.0074 0.2336  0.04
49 C 4.9133 0.9510 -0.8581  -0.53
50 C 5.8396 0.5618 0.3035  -0.03
51 C 4.5507 -0.3270 -1.6214  -0.06
52 C 5.6837 1.8439 -1.8457  -0.04
53 H 2.9123 7.3301 0.6291  0.09
54 H 3.0908 6.2165 -0.7331  0.09
55 H 1.6258 6.1837 0.2523  0.08
56 H 3.1155 6.4734 3.0198  0.09
57 H 1.7503 5.4162 2.6838  0.06
58 H 3.2528 4.7370 3.3229  0.09
59 H 5.0691 6.5596 1.6128  0.09
60 H 5.4078 4.8514 1.8789  0.09
61 H 5.3114 5.5004 0.2309  0.09
62 H 0.9485 4.1358 1.0557  0.10
63 H -0.2243 3.2396 2.4361  0.10
64 H -4.4711 3.3275 1.9754  0.10
65 H -6.0356 3.4595 0.4889  0.09
66 H -6.9582 2.0860 -0.1067  0.09
67 H -6.1858 1.9826 1.4718  0.08
68 H -4.6591 3.4281 -1.6439  0.09
69 H -3.9356 1.9177 -2.2236  0.08
70 H -5.6895 2.1033 -2.1892  0.09
71 H -5.1226 -0.1526 0.7302  0.07
72 H -5.9365 0.0180 -0.8213  0.09
73 H -4.1935 -0.2454 -0.7817  0.07
74 H -2.8208 2.3069 4.8028  0.09
75 H -3.5338 3.7662 5.5014  0.10
76 H -4.3280 2.9534 4.1558  0.07
77 H -0.6467 3.6024 4.5772  0.09
78 H -0.6014 5.1180 3.6511  0.08
79 H -1.4299 5.0473 5.2020  0.09
80 H -4.3013 5.2214 2.8971  0.08
81 H -3.4484 5.9706 4.2375  0.09
82 H -2.7608 6.0417 2.6116  0.10
83 H 5.0243 3.3374 0.2181  0.10
84 H 5.3286 -0.1067 1.0016  0.08
85 H 6.7226 0.0438 -0.0755  0.09
86 H 6.1752 1.4362 0.8620  0.08
87 H 4.0943 -1.0747 -0.9769  0.06
88 H 3.8735 -0.1260 -2.4521  0.09
89 H 5.4687 -0.7544 -2.0284  0.09
90 H 6.1260 2.7167 -1.3671  0.08
91 H 6.4983 1.2739 -2.2948  0.09
92 H 5.0294 2.1917 -2.6469  0.10
93 N -1.3537 -0.9923 0.8392  0.14
94 C -1.9739 -1.0097 1.8267  -0.14
95 C -2.6748 -1.1093 3.0006  -0.24
96 C -3.7862 -0.2781 3.2791  -0.21
97 N -4.6945 0.3995 3.4875  0.18
98 C -2.0436 -1.9484 3.9600  -0.23
99 N -1.4188 -2.6344 4.6448  0.15

Output
frontier orbital gap (spin up / spin down)	6.1604 / 6.2119	eV
net charge	+1
spin multiplicity	2
LUMO energy (spin up / spin down)	-4.63 / -4.62	eV
highest occupied orbital energy (spin up / spin down)	-10.788 / -10.834	eV

(3)
# C36H53FeNP2

A molecular structure, C36H53FeNP2 (ωB97M-V/def2-TZVPD, the Open Molecules 2025 dataset).

Last column: Löwdin charge in e.
Geometry (Å):
1 Fe 0.2572 -0.4928 -1.8065  0.34
2 C -0.6897 -1.9821 -0.4573  -0.30
3 C 0.7123 -2.2728 -0.6664  -0.31
4 C 0.5488 -0.4375 0.7646  -0.24
5 C -0.7735 -0.8032 0.3702  -0.28
6 C 1.4728 -1.2700 0.0500  -0.28
7 C -1.8219 -2.9173 -0.7259  -0.03
8 H -1.5762 -3.6066 -1.5449  0.08
9 H -2.7509 -2.3808 -0.9634  0.07
10 H -2.0191 -3.5267 0.1708  0.10
11 C -2.0041 -0.2018 0.9502  -0.06
12 H -2.9009 -0.4091 0.3532  0.07
13 H -1.8909 0.8897 1.0652  0.04
14 H -2.1703 -0.6114 1.9606  0.10
15 C 0.8235 0.5005 1.8774  -0.04
16 H 0.5555 0.0395 2.8438  0.10
17 H 0.1977 1.4048 1.7876  0.05
18 H 1.8783 0.7844 1.9368  0.07
19 C 2.9467 -1.3064 0.2394  -0.04
20 H 3.2239 -1.9298 1.1045  0.10
21 H 3.3545 -0.3031 0.4179  0.06
22 H 3.4306 -1.7389 -0.6466  0.08
23 C 1.2643 -3.5319 -1.2361  -0.03
24 H 1.3943 -4.2826 -0.4430  0.10
25 H 2.2451 -3.3559 -1.6941  0.08
26 H 0.5840 -3.9532 -1.9862  0.08
27 C -1.8175 0.7103 -5.7289  -0.15
28 C -1.9200 -0.6331 -5.6277  -0.16
29 C -1.0361 -1.6091 -6.3422  -0.16
30 C 0.4709 -1.2280 -6.3781  -0.16
31 C 1.0145 -0.5022 -5.1755  -0.12
32 C 1.0531 0.8344 -5.0844  -0.14
33 C 0.4898 1.7905 -6.0995  -0.17
34 C -0.9087 1.4227 -6.6789  -0.17
35 H -1.4018 -1.7229 -7.3793  0.13
36 H 0.6606 -0.6427 -7.2926  0.11
37 H -1.1471 -2.5944 -5.8664  0.11
38 H -0.7838 0.8364 -7.6028  0.11
39 H -2.5631 1.3421 -5.2199  0.11
40 H -2.7885 -1.0711 -5.1132  0.11
41 H -1.4083 2.3672 -6.9635  0.12
42 H 0.4298 2.8065 -5.6706  0.10
43 H 1.7661 1.3260 -4.4188  0.06
44 H 1.2043 1.8771 -6.9421  0.13
45 H 1.0343 -2.1716 -6.4821  0.12
46 H 1.5674 -1.1341 -4.4679  0.11
47 P -1.5733 0.7580 -2.0835  0.95
48 P 1.4427 1.5458 -1.7213  0.90
49 C -0.9565 2.2158 -3.0844  -0.35
50 C 0.4085 2.7687 -2.6598  -0.35
51 H -1.7342 2.9861 -3.0234  0.07
52 H -0.9123 1.8788 -4.1232  0.02
53 H 0.9881 3.1103 -3.5255  0.07
54 H 0.2724 3.6450 -2.0109  0.06
55 C 1.9677 2.5298 -0.2895  -0.23
56 H 2.6670 1.9495 0.3271  0.04
57 H 1.0978 2.8157 0.3154  0.03
58 H 2.4829 3.4428 -0.6344  0.07
59 C 3.0426 1.0636 -2.4626  -0.24
60 H 3.5535 1.9388 -2.8776  0.06
61 H 2.8988 0.3096 -3.2426  0.02
62 H 3.6640 0.6093 -1.6812  0.04
63 C -3.3559 0.6378 -2.3972  -0.22
64 H -3.7526 -0.2409 -1.8711  0.05
65 H -3.5431 0.5288 -3.4725  0.04
66 H -3.8698 1.5314 -2.0241  0.03
67 C -1.1297 -0.8077 -3.0779  -0.33
68 H -0.2494 -1.5647 -2.9197  0.08
69 H -0.8656 -0.3575 -4.0225  -0.02
70 H -2.0164 -1.4454 -3.1554  0.08
71 C -3.5187 4.5692 -1.5342  -0.10
72 C -2.1918 4.9472 -1.2822  -0.10
73 C -1.5260 4.4656 -0.1597  -0.06
74 C -2.1627 3.5531 0.7153  -0.30
75 C -3.5123 3.1999 0.4571  -0.02
76 C -4.1802 3.7102 -0.6476  -0.10
77 N -1.4805 2.9606 1.7577  0.13
78 C -1.3408 3.5662 2.9600  -0.27
79 C -1.1948 2.7552 4.1311  0.00
80 C -1.1741 3.3346 5.3916  -0.07
81 C -1.2441 4.7251 5.5356  -0.06
82 C -1.3279 5.5452 4.4011  -0.06
83 C -1.3656 4.9819 3.1306  0.00
84 H -4.0353 4.9531 -2.4181  0.11
85 H -1.6724 5.6230 -1.9648  0.11
86 H -0.5069 4.7709 0.0813  0.11
87 H -4.0014 2.5218 1.1587  0.12
88 H -5.2240 3.4383 -0.8193  0.11
89 H -1.1510 1.6738 3.9843  0.11
90 H -1.1031 2.6914 6.2718  0.11
91 H -1.2354 5.1750 6.5288  0.11
92 H -1.3677 6.6290 4.4989  0.11
93 H -1.4411 5.6050 2.2371  0.11

Output
frontier orbital gap (spin up / spin down)	7.4889 / 6.4323	eV
net charge	+1
ΔE to the lowest compared entry with this formula, charge and spin	51.64	kcal per mole
spin multiplicity	6
LUMO energy (spin up / spin down)	-1.65 / -3.70	eV
highest occupied orbital energy (spin up / spin down)	-9.136 / -10.133	eV

| no. | largest force on an atom (eV/Å) |
| --- | --- |
| 1 | 2.4 |
| 2 | 0.6 |
| 3 | 5.2 |